[1]
Formula: C11H17BrCl2PbS3SbSi
Source: OMol25
Level of theory: ωB97M-V with the def2-TZVPD basis set

Calculated values
net charge = -2
lowest unoccupied orbital energy (alpha / beta) = 4.01 / 4.01 eV
<S²> = 0.76
Kohn-Sham gap (alpha / beta) = 4.49 / 4.59 eV
multiplicity = 2
HOMO level (alpha / beta) = -0.5 / -0.6 eV

The geometry in XYZ format:
```
37
C11H17BrCl2PbS3SbSi (ωB97M-V with the def2-TZVPD basis set)
Pb -0.30475 1.14049 0.31053
S -4.69318 1.01319 1.69936
Sb -3.12002 2.72639 1.59058
S -1.12795 1.74423 2.69164
S -2.19400 2.58927 -0.71345
Cl 2.42055 -0.49236 -2.22969
C 3.60688 -0.94656 -0.99285
Cl 2.99975 -0.58681 0.64165
H 4.51050 -0.36244 -1.15767
H 3.78611 -2.01808 -1.06933
C -0.79017 -3.89070 1.25357
Si -1.85958 -3.12992 -0.15174
C -1.11964 -3.70673 -1.83642
C -3.51553 -4.13627 -0.03265
C -1.96231 -1.29892 -0.08216
H -0.93770 -4.96353 1.36683
H -1.05713 -3.42505 2.19725
H 0.27104 -3.71509 1.09762
H -1.31380 -4.75834 -2.04544
H -0.04426 -3.54852 -1.87971
H -1.56329 -3.12761 -2.64263
H -3.37670 -5.21764 -0.00786
H -4.16250 -3.90413 -0.87588
H -4.04720 -3.84846 0.86977
H -2.43499 -0.88732 0.80046
H -2.31502 -0.80324 -0.97962
Br 3.92305 6.98471 0.10067
C 2.82014 5.38255 0.16783
C 2.75837 4.57069 -0.94356
C 1.96895 3.42786 -0.87807
C 1.24943 3.06544 0.25910
C 1.34575 3.93840 1.34351
C 2.12305 5.08896 1.31948
H 3.28934 4.83550 -1.85101
H 1.91452 2.79892 -1.76062
H 0.79225 3.71009 2.24539
H 2.16004 5.75103 2.17512
```

These are the natural (NBO) partial charges, in e, on atoms 1 to 8: atom 1 (Pb): 0.855, atom 2 (S): -1.035, atom 3 (Sb): 0.875, atom 4 (S): -0.947, atom 5 (S): -0.938, atom 6 (Cl): -0.014, atom 7 (C): -0.392, atom 8 (Cl): 0.003

[2]
Formula: C11H17BrFN3O7S
Source: OMol25
Level of theory: ωB97M-V with the def2-TZVPD basis set

Calculated values
lowest unoccupied orbital energy = -1.29 eV
Kohn-Sham gap = 6.70 eV
HOMO level = -8.0 eV

The geometry in XYZ format:
```
41
C11H17BrFN3O7S (ωB97M-V with the def2-TZVPD basis set)
C 0.71078 3.78604 -0.35990
N -0.51188 2.98743 -0.51514
C -0.33816 1.71630 -1.17398
N -0.11981 0.65566 -0.12208
C -1.12222 -0.49534 -0.28170
C -2.50605 0.00380 0.17524
C -2.89605 -0.44779 1.55781
O -2.34718 -0.11836 2.54372
Br -4.45097 -1.59200 1.64164
C -0.68970 -1.80021 0.32236
C -1.71747 -2.86938 -0.18164
O -1.83740 -3.87279 0.52041
O -2.27004 -2.59235 -1.28200
C 0.70705 -2.28760 -0.12740
C 1.61756 -1.14546 -0.62680
S 1.79743 -1.10978 -2.41459
O 1.76481 -2.43718 -2.91212
O 2.95133 -0.32534 -2.70811
F 0.51542 -0.37990 -2.92353
C 1.30647 0.21622 0.00518
C 1.78051 0.28768 1.45871
O 0.73788 -0.10728 2.32090
N 1.18975 0.02028 3.72578
O 1.55704 -0.99068 4.12202
H 0.69025 4.30695 0.59672
H 1.60836 3.17246 -0.37155
H 0.81726 4.55863 -1.12187
H -1.20942 3.51844 -1.01471
H 0.46662 1.69933 -1.90574
H -1.25856 1.49599 -1.70636
H -0.36375 1.13834 0.74964
H -1.21879 -0.68046 -1.34959
H -2.54753 1.09682 0.20620
H -3.23431 -0.31097 -0.56302
H -0.71942 -1.83263 1.40520
H 0.60510 -3.06464 -0.87684
H 1.21145 -2.67740 0.75258
H 2.62909 -1.38804 -0.31096
H 1.91626 0.94902 -0.52398
H 2.63578 -0.38170 1.58910
H 2.14249 1.29791 1.68041
```

These are the natural (NBO) partial charges, in e, on atoms 1 to 8: atom 1 (C): -0.427, atom 2 (N): -0.644, atom 3 (C): -0.044, atom 4 (N): -0.411, atom 5 (C): -0.031, atom 6 (C): -0.556, atom 7 (C): 0.541, atom 8 (O): -0.520

[3]
Formula: C11H17BrN
Source: OMol25
Level of theory: ωB97M-V with the def2-TZVPD basis set

Calculated values
net charge = +1
lowest unoccupied orbital energy (alpha / beta) = -4.50 / -6.76 eV
energy above the lowest of the compared OMol25 structures with the same formula, charge and spin = 72.20 kcal per mole
Kohn-Sham gap (alpha / beta) = 8.59 / 4.26 eV
HOMO level (alpha / beta) = -13.1 / -11.0 eV

The geometry in XYZ format:
```
30
C11H17BrN (ωB97M-V with the def2-TZVPD basis set)
C -2.55280 3.02842 -0.33232
C -2.58558 1.87702 -1.15136
C -1.73032 3.18861 0.77248
C -1.75063 0.83202 -0.89155
C -0.79671 2.21497 1.00298
C -0.72726 1.07755 0.17308
C 1.61990 -1.57839 1.87364
C -0.49244 -2.07001 -0.12140
C 0.97301 -0.90466 -1.76645
C 1.80402 -1.63224 0.44223
C 0.28098 0.18280 0.28777
N 0.58386 -1.10032 -0.31199
Br 4.52220 0.78995 -0.80417
H -3.29327 3.87941 -0.26584
H -3.33619 1.83299 -1.95195
H -1.80749 4.03181 1.34207
H -1.66049 -0.03038 -1.54794
H -0.31589 2.10385 1.90535
H 0.55687 -1.37184 2.00573
H 1.89360 -2.56196 2.42054
H 2.05215 -0.66171 2.37659
H -1.42362 -1.56769 0.07877
H -0.61248 -2.65659 -1.03358
H -0.27926 -2.93412 0.65593
H 1.80100 -0.20137 -1.84616
H 1.38443 -1.85116 -2.06532
H 0.12702 -0.55407 -2.40554
H 2.03035 -2.59548 0.10404
H 2.67365 -1.08541 0.07966
H 1.06139 0.31799 0.97469
```

These are the natural (NBO) partial charges, in e, on atoms 1 to 8: atom 1 (C): -0.163, atom 2 (C): -0.188, atom 3 (C): -0.183, atom 4 (C): -0.212, atom 5 (C): -0.158, atom 6 (C): -0.094, atom 7 (C): -0.668, atom 8 (C): -0.442

[4]
Formula: C11H17BrO5
Source: OMol25
Level of theory: ωB97M-V with the def2-TZVPD basis set

Calculated values
lowest unoccupied orbital energy = 0.43 eV
Kohn-Sham gap = 11.21 eV
HOMO level = -10.8 eV

The geometry in XYZ format:
```
34
C11H17BrO5 (ωB97M-V with the def2-TZVPD basis set)
C 1.60747 0.49824 2.39353
C 2.21622 -0.65494 1.58828
C 2.29649 -0.36444 0.07560
C 1.37732 -1.16697 -0.88626
C 0.21590 -1.96863 -0.29046
C -0.83312 -1.20855 0.50524
O -1.70558 -2.20808 1.10340
C -2.82753 -2.31468 0.37417
O -3.72541 -3.05502 0.56149
O -2.77060 -1.41942 -0.67735
C -1.87324 -0.42434 -0.30056
Br -2.81673 0.76419 1.03375
C -1.49338 0.41693 -1.48837
C -0.64925 1.64672 -1.17544
O -1.39191 2.80060 -1.57823
C -0.73335 3.97078 -1.37670
O -0.62051 4.80161 -2.21321
H 1.27320 0.18474 3.38196
H 0.74821 0.93475 1.87571
H 2.33414 1.30394 2.50079
H 1.69764 -1.59097 1.80048
H 3.23405 -0.79955 1.95425
H 2.12217 0.70566 -0.07025
H 3.32244 -0.53240 -0.25169
H 1.00434 -0.48933 -1.65357
H 1.99175 -1.88643 -1.42950
H 0.60799 -2.74587 0.36596
H -0.30169 -2.49070 -1.10118
H -0.41953 -0.63724 1.32739
H -2.41682 0.72885 -1.97432
H -0.96545 -0.22176 -2.19865
H -0.41104 1.71067 -0.10761
H 0.28979 1.61775 -1.73213
H -0.38400 4.09390 -0.33653
```

These are the natural (NBO) partial charges, in e, on atoms 1 to 8: atom 1 (C): -0.608, atom 2 (C): -0.413, atom 3 (C): -0.409, atom 4 (C): -0.400, atom 5 (C): -0.437, atom 6 (C): 0.022, atom 7 (O): -0.487, atom 8 (C): 0.973

[5]
Formula: C11H17F12NNbO2S
Source: OMol25
Level of theory: ωB97M-V with the def2-TZVPD basis set

Calculated values
net charge = -1
lowest unoccupied orbital energy = 1.82 eV
Kohn-Sham gap = 6.90 eV
HOMO level = -5.1 eV

The geometry in XYZ format:
```
45
C11H17F12NNbO2S (ωB97M-V with the def2-TZVPD basis set)
C -1.37843 5.32320 -0.06877
C -1.19485 5.10772 -1.68586
S -1.48384 3.28590 -2.02877
C -3.28145 2.88487 -2.32689
Nb -3.92041 0.79850 -1.53011
N -2.18855 -0.17775 -2.33378
C -3.03583 1.14727 0.51702
F -3.04802 2.63572 0.77293
F -4.01331 0.58675 1.52444
C -1.59362 0.48549 0.86021
F -0.48420 0.85819 -0.09436
F -1.16120 1.14049 2.15666
C -1.59176 -1.12034 1.19587
F -2.57944 -1.92994 0.45474
F -1.97747 -1.23173 2.65304
C -0.06558 -1.80111 1.12479
F 0.45351 -1.92496 -0.25697
F -0.24007 -3.20500 1.63283
F 0.87383 -1.12823 2.07454
H -0.82542 4.39963 0.44695
H -2.51879 5.28831 0.20259
H -0.90854 6.30502 0.35984
H -0.05262 5.33978 -1.94557
H -1.82410 5.84341 -2.35441
H -3.91391 3.64894 -1.66248
H -3.61633 2.99453 -3.44465
H -4.75154 0.49135 -3.11470
H -4.50394 -0.84925 -0.96106
H -5.49133 1.55473 -0.95631
H -1.36182 0.44224 -2.46034
H -1.95721 -1.08577 -1.87770
C 2.67666 -3.91812 1.64689
C 3.25879 -2.66026 1.03036
O 4.68275 -2.62336 1.21034
C 5.42398 -3.33838 0.30456
O 4.93788 -3.98841 -0.61578
C 6.91721 -3.17186 0.58273
F 7.22397 -3.28029 1.90855
F 7.38009 -1.95276 0.18546
F 7.68576 -4.09733 -0.05861
H 2.97058 -4.00350 2.69814
H 1.58488 -3.91106 1.58336
H 3.04752 -4.81382 1.13928
H 2.85158 -1.78021 1.54019
H 2.99459 -2.56862 -0.02918
```

These are the natural (NBO) partial charges, in e, on atoms 1 to 8: atom 1 (C): -0.644, atom 2 (C): -0.542, atom 3 (S): 0.131, atom 4 (C): -1.118, atom 5 (Nb): 1.799, atom 6 (N): -1.204, atom 7 (C): 0.218, atom 8 (F): -0.376

[6]
Formula: C11H17FN2
Source: OMol25
Level of theory: ωB97M-V with the def2-TZVPD basis set

Calculated values
net charge = +2
lowest unoccupied orbital energy (alpha / beta) = -10.88 / -10.61 eV
energy above the lowest of the compared OMol25 structures with the same formula, charge and spin = 62.11 kcal per mole
Kohn-Sham gap (alpha / beta) = 5.82 / 6.53 eV
HOMO level (alpha / beta) = -16.7 / -17.1 eV

The geometry in XYZ format:
```
31
C11H17FN2 (ωB97M-V with the def2-TZVPD basis set)
C -0.79211 -4.04230 0.11433
C -1.49716 -3.24825 1.00421
C 0.40167 -3.48588 -0.44887
C -1.06111 -1.90738 1.18159
C 0.90403 -2.27385 0.00970
C 0.22814 -1.41974 0.84838
C -0.61261 1.14780 -0.30213
C -1.80245 3.05311 -1.35093
C 0.13684 2.16994 -2.36118
C 2.10729 0.06161 0.95730
C 0.32605 0.30628 2.57059
N -0.72472 2.04519 -1.21659
N 0.77236 -0.25705 1.31170
F -1.65482 1.06999 0.52899
H -1.37949 -4.86541 -0.14216
H -2.51883 -3.53966 1.39741
H 1.00897 -3.99753 -1.10334
H -1.74154 -1.19378 1.61498
H 2.01620 -2.10993 -0.28729
H -2.73291 2.87356 -0.70973
H -2.19239 3.02978 -2.33620
H -1.47978 4.04671 -1.29255
H 0.73383 1.31294 -2.33437
H 0.72915 3.05382 -2.39376
H -0.58297 2.07583 -3.20717
H 2.57342 0.72026 1.73248
H 2.69977 -0.83184 1.24350
H 2.25074 0.45187 -0.05992
H 0.71322 -0.39096 3.33731
H 0.71925 1.28713 2.72258
H -0.74106 0.29044 2.84778
```

These are the natural (NBO) partial charges, in e, on atoms 1 to 8: atom 1 (C): -0.028, atom 2 (C): -0.201, atom 3 (C): -0.121, atom 4 (C): -0.095, atom 5 (C): -0.220, atom 6 (C): 0.177, atom 7 (C): 0.761, atom 8 (C): -0.450

| no. | E_tot (Ha) |
| --- | --- |
| 1 | -5840.96147 |
| 2 | -4192.20019 |
| 3 | -3057.70576 |
| 4 | -3379.56474 |
| 5 | -2287.80656 |
| 6 | -637.89523 |